No. 1
The following is a quantum chemistry calculation of a structure of composition C35H30N9Pb, from the OMol25 dataset.

charge = +3
2S+1 = 1
frontier orbital gap = 6.600 eV
HOMO = -16.7 eV
energy relative to the best compared isomer or geometry (same formula, charge and spin) = 141.5 kJ/mol

```
75
Properties=species:S:1:pos:R:3:mulliken_charge:R:1
Pb 0.04 0.38 -0.90 1.38
C 0.57 4.32 1.62 -1.17
C 0.56 2.91 2.19 0.51
C 1.68 2.41 2.81 -1.53
C 1.74 1.04 3.16 -1.15
C 0.77 0.14 2.68 0.92
N 0.93 -1.23 2.62 0.06
C 1.58 -1.99 3.39 1.35
C 2.18 -1.69 4.73 -0.63
C 2.43 -2.70 5.54 -1.05
C 2.39 -4.12 5.13 0.66
C 2.84 -5.16 6.11 -1.44
C 1.95 -4.52 3.86 -0.99
C 1.50 -3.50 3.01 0.61
N 1.05 -3.77 1.78 0.52
C 0.54 -5.09 1.32 -0.39
C 0.47 -5.07 -0.01 -0.99
C 0.83 -3.72 -0.33 -0.14
N 1.07 -3.00 0.70 -0.57
C -0.32 0.71 2.14 -0.69
C -0.44 2.02 1.76 0.30
N -1.40 -0.24 1.92 0.58
C -2.08 -0.98 2.75 0.02
C -3.01 -1.73 2.03 -1.27
C -2.74 -1.39 0.67 -0.34
N -1.79 -0.48 0.60 -0.43
H 1.60 4.84 1.80 0.36
H -0.16 4.96 2.10 0.41
H 0.39 4.42 0.57 0.16
H 2.44 3.15 2.96 0.47
H 2.61 0.55 3.57 0.66
H 2.19 -0.63 5.08 0.42
H 2.81 -2.59 6.48 0.58
H 3.73 -4.91 6.70 0.43
H 3.05 -6.07 5.59 0.37
H 2.05 -5.17 6.88 0.37
H 2.21 -5.45 3.39 0.49
H 0.32 -5.81 2.07 0.56
H 0.20 -5.79 -0.76 0.47
H 0.93 -3.23 -1.32 0.61
H -1.39 2.34 1.19 0.51
H -1.74 -1.00 3.75 0.56
H -3.86 -2.20 2.51 0.47
H -3.16 -1.67 -0.30 0.52
N 1.35 2.36 -1.63 -0.47
C 0.43 3.36 -2.32 0.41
C 0.94 4.29 -3.17 -0.58
C 0.10 5.18 -3.94 -1.07
C -1.24 5.09 -3.79 -0.43
C -1.81 3.99 -3.15 0.54
C -3.18 3.80 -3.02 -0.84
C -3.63 2.65 -2.58 -0.83
C -2.76 1.77 -1.96 -0.04
N -1.46 1.99 -1.84 0.25
C -0.94 3.08 -2.47 0.19
H 1.82 2.77 -0.81 0.35
H 2.12 2.11 -2.24 0.34
H 1.99 4.54 -3.14 0.51
H 0.56 5.89 -4.61 0.47
H -1.94 5.71 -4.43 0.34
H -3.90 4.52 -3.34 0.51
H -4.72 2.41 -2.41 0.38
H -3.17 0.84 -1.54 0.26
N -0.58 2.23 -7.36 -0.39
C -0.59 1.34 -6.63 -0.11
C -0.53 0.27 -5.68 0.25
C -1.17 -0.95 -5.96 -0.40
C -1.14 -1.94 -4.97 -0.76
C -0.56 -1.65 -3.73 0.10
N -0.05 -0.45 -3.45 -0.23
C -0.04 0.48 -4.38 -0.08
H -1.74 -1.11 -6.90 0.47
H -1.44 -2.99 -5.16 0.43
H -0.45 -2.34 -2.85 0.19
H 0.20 1.46 -4.09 0.64
```


No. 2
The following is a quantum chemistry calculation of a cluster of 3 separate species, C5H19N2O2 in total, from the OMol25 dataset.

charge = +1
2S+1 = 1
frontier orbital gap = 10.327 eV
HOMO = -12.9 eV
energy relative to the best compared isomer or geometry (same formula, charge and spin) = 40.8 kJ/mol

```
28
Properties=species:S:1:pos:R:3:mulliken_charge:R:1
C 0.91 -0.85 -0.30 -0.90
N 0.18 -2.10 -0.05 -0.29
C 0.71 -2.89 1.04 -0.97
C -0.09 0.32 -0.55 0.16
N -1.35 -0.04 0.22 -0.01
C -2.56 0.73 -0.14 -0.93
C 0.48 1.65 -0.22 -1.37
H 1.53 -1.00 -1.17 0.31
H 1.44 -0.56 0.61 0.51
H 0.14 -2.67 -0.88 0.25
H 0.55 -3.96 0.95 0.35
H 1.77 -2.70 1.22 0.33
H 0.19 -2.69 1.99 0.28
H -0.42 0.25 -1.55 0.31
H -1.23 0.21 1.18 0.33
H -1.40 -1.06 0.06 0.46
H -2.50 1.80 0.02 0.35
H -2.80 0.61 -1.20 0.37
H -3.43 0.35 0.37 0.38
H 1.37 1.80 -0.82 0.30
H -0.14 2.44 -0.64 0.45
H 0.69 1.87 0.82 0.32
H 3.01 0.05 -3.17 0.30
H 3.46 1.18 -2.29 0.29
O 2.98 0.34 -2.24 -0.60
H -2.01 1.92 2.89 0.30
H -0.94 2.96 2.53 0.29
O -1.46 2.25 2.17 -0.58
```


No. 3
The following is a quantum chemistry calculation of a structure of composition C6H13CrO3, from the OMol25 dataset.

charge = +1
2S+1 = 5
frontier orbital gap (spin up / spin down) = 8.117 / 8.576 eV
HOMO (spin up / spin down) = -12.0 / -12.5 eV
energy relative to the best compared isomer or geometry (same formula, charge and spin) = 95.8 kJ/mol

```
23
Properties=species:S:1:pos:R:3:mulliken_spin:R:1
C -0.79 -1.60 -2.62 0.01
O -0.45 -0.58 -1.70 0.08
C -1.47 -0.22 -0.76 -0.01
C -0.95 0.98 -0.01 0.01
O -1.61 1.17 1.20 0.00
C -0.72 1.90 2.03 0.00
C 0.59 1.14 1.91 0.01
O 0.50 0.55 0.62 -0.05
H 0.11 -1.86 -3.17 0.00
H -1.16 -2.49 -2.07 0.00
H -1.57 -1.23 -3.30 0.00
H -1.64 -1.06 -0.07 0.00
H -2.37 0.04 -1.33 0.00
H -1.10 1.91 -0.60 -0.01
H -1.11 1.89 3.05 0.00
H -0.59 2.93 1.65 0.00
H 0.64 0.27 2.58 0.00
H 1.47 1.78 2.02 -0.01
Cr 1.34 0.05 -1.05 4.20
C 2.53 -1.19 0.29 -0.27
H 1.93 -1.95 0.81 0.01
H 3.18 -1.79 -0.37 0.01
H 3.24 -0.63 0.92 0.02
```


No. 4
The following is a quantum chemistry calculation of a structure of composition C27H20INOPPdS, from the OMol25 dataset.

charge = +2
2S+1 = 6
frontier orbital gap (spin up / spin down) = 5.110 / 4.919 eV
HOMO (spin up / spin down) = -11.0 / -14.6 eV

```
53
Properties=species:S:1:pos:R:3:mulliken_spin:R:1
Pd 0.49 -0.28 -2.08 1.12
I 2.82 -1.61 -1.96 0.15
C 3.75 -0.79 -0.17 0.33
C 5.15 -0.61 -0.37 0.09
C 5.98 -0.47 0.71 0.12
C 5.43 -0.49 2.01 0.34
C 4.05 -0.59 2.22 -0.06
C 3.55 -0.62 3.54 0.42
C 2.17 -0.64 3.81 0.09
C 1.29 -0.67 2.77 0.13
C 1.76 -0.69 1.41 0.32
P 0.34 -0.54 0.30 0.32
C -0.49 1.02 0.74 0.00
C 0.02 2.17 0.12 0.06
C -0.60 3.39 0.30 0.00
C -1.71 3.47 1.13 0.02
C -2.20 2.34 1.77 0.01
C -1.60 1.11 1.58 0.01
C -0.76 -1.92 0.67 0.04
C -2.11 -1.80 0.31 0.04
C -2.98 -2.84 0.58 -0.02
C -2.51 -4.01 1.17 0.05
C -1.16 -4.14 1.49 -0.01
C -0.28 -3.10 1.23 0.04
C 3.14 -0.70 1.10 0.06
H 5.54 -0.61 -1.37 0.02
H 7.04 -0.35 0.57 0.01
H 6.09 -0.38 2.86 0.01
H 4.26 -0.64 4.35 0.01
H 1.82 -0.64 4.83 0.00
H 0.23 -0.68 2.95 0.06
H 0.91 2.09 -0.51 0.01
H -0.22 4.27 -0.19 0.00
H -2.20 4.42 1.28 0.00
H -3.06 2.41 2.42 0.00
H -1.99 0.23 2.06 0.00
H -2.46 -0.90 -0.19 0.00
H -4.03 -2.75 0.33 0.00
H -3.19 -4.83 1.36 0.00
H -0.80 -5.05 1.94 0.00
H 0.77 -3.20 1.48 0.00
O -1.61 -0.41 -2.83 0.20
N -2.15 0.59 -3.46 0.11
C -3.43 0.50 -3.85 -0.06
C -4.08 1.56 -4.43 0.14
C -3.38 2.75 -4.69 -0.08
C -2.05 2.81 -4.34 0.09
C -1.43 1.73 -3.71 -0.04
S 0.21 1.81 -3.22 0.84
H -3.90 -0.46 -3.65 0.00
H -5.12 1.47 -4.69 0.00
H -3.87 3.59 -5.15 0.00
H -1.45 3.69 -4.52 0.00
```


No. 5
The following is a quantum chemistry calculation of a cluster of 9 separate species, C8H26O8 in total, from the OMol25 dataset.

2S+1 = 1
frontier orbital gap = 9.668 eV
HOMO = -9.5 eV
energy relative to the best compared isomer or geometry (same formula, charge and spin) = 42.7 kJ/mol
SMILES string = CCc1ccccc1.O.O.O.O.O.O.O.O

```
42
Properties=species:S:1:pos:R:3:mulliken_charge:R:1
C -0.05 2.67 -2.38 -1.28
C -1.18 2.01 -1.58 -0.03
C -1.42 0.52 -1.77 0.19
C -2.49 0.01 -1.02 -0.25
C -2.71 -1.34 -0.87 -0.69
C -2.05 -2.17 -1.79 -0.48
C -1.23 -1.64 -2.77 -0.89
C -0.75 -0.31 -2.61 -0.12
H 0.93 2.54 -1.89 0.24
H -0.27 3.75 -2.36 0.36
H 0.12 2.27 -3.37 0.39
H -1.02 2.26 -0.52 0.23
H -2.14 2.60 -1.55 0.45
H -3.05 0.67 -0.37 0.31
H -3.38 -1.78 -0.17 0.45
H -2.18 -3.26 -1.84 0.47
H -0.86 -2.23 -3.58 0.40
H 0.02 0.15 -3.23 0.32
O 0.26 -2.52 0.12 -0.68
H 0.13 -3.23 -0.52 0.31
H -0.58 -2.04 0.20 0.31
O 1.01 0.77 0.85 -0.52
H 1.38 -0.12 0.75 0.14
H 0.18 0.74 0.37 0.19
O 2.49 -1.49 -0.95 -0.67
H 2.68 -2.44 -0.93 0.29
H 1.58 -1.55 -0.58 0.45
O 1.38 3.13 2.52 -0.63
H 1.09 2.64 1.70 0.32
H 0.97 2.64 3.25 0.36
O -2.06 -1.66 1.72 -0.60
H -2.75 -1.10 2.08 0.31
H -1.21 -1.58 2.20 0.34
O 3.59 1.59 1.51 -0.71
H 3.30 0.93 0.87 0.36
H 2.77 2.12 1.43 0.38
O 1.65 0.41 3.26 -0.74
H 2.45 0.91 3.00 0.47
H 0.98 0.67 2.64 0.36
O 0.45 -2.01 2.91 -0.77
H 0.90 -2.18 2.04 0.28
H 1.07 -1.31 3.22 0.41
```


No. 6
The following is a quantum chemistry calculation of the molecule C5H10O, from the OMol25 dataset.

2S+1 = 1
frontier orbital gap = 11.154 eV
HOMO = -10.0 eV
energy relative to the best compared isomer or geometry (same formula, charge and spin) = 145.1 kJ/mol
SMILES string = CC[C@H]1O[C@H]1C

```
16
Properties=species:S:1:pos:R:3:mulliken_charge:R:1
C 2.24 0.65 -0.65 -1.28
C 0.74 0.50 -0.40 -0.43
C 0.29 -0.52 0.62 -0.02
O -0.47 0.17 1.66 -0.48
C -1.14 -0.77 0.85 0.09
C -2.21 -0.34 -0.11 -1.26
H 2.83 0.41 0.24 0.36
H 2.46 1.69 -0.90 0.33
H 2.62 0.04 -1.47 0.32
H 0.34 1.35 0.16 0.31
H 0.18 0.46 -1.34 0.25
H 1.02 -1.23 1.01 0.45
H -1.39 -1.66 1.42 0.41
H -1.94 0.53 -0.71 0.35
H -3.13 -0.11 0.43 0.33
H -2.42 -1.17 -0.79 0.29
```